A 2-piece molecular cluster, C6H14O overall at a distorted geometry, computed with ωB97M-V/def2-TZVPD.

Geometry as XYZ:
```
21
Properties=species:S:1:pos:R:3:forces:R:3:lowdin_charge:R:1
C -2.126003 -0.246331 0.189351 -0.13 -0.17 -0.59 -0.22
C -1.696498 1.192916 0.345959 0.66 1.30 -0.10 -0.23
C -0.981305 -1.270605 0.045235 0.26 -0.50 0.50 -0.21
C -0.543450 1.642876 -0.569628 -0.09 -0.32 -0.47 -0.21
C 0.060854 -0.806101 -1.012259 -1.22 -0.53 0.29 -0.23
C 0.565689 0.581613 -0.650337 0.64 -0.26 -0.46 -0.23
H -2.653477 -0.354355 -0.777880 -0.18 0.33 0.39 0.11
H -2.868467 -0.397714 0.996360 0.47 -0.69 -0.39 0.11
H -1.319719 1.457367 1.352714 -0.56 -0.54 -0.06 0.11
H -2.572447 1.836020 0.134782 0.37 -0.16 0.32 0.11
H -1.426226 -2.224000 -0.299045 0.25 0.30 0.35 0.10
H -0.479818 -1.463360 1.013118 -0.18 0.10 -0.32 0.11
H -0.184322 2.629050 -0.217575 0.02 -0.51 -0.28 0.11
H -0.923833 1.771859 -1.601187 0.14 0.07 0.33 0.11
H -0.504980 -0.879395 -1.960894 0.56 0.45 0.01 0.11
H 0.936929 -1.478318 -1.090125 -0.61 0.07 0.14 0.11
H 1.320405 0.824582 -1.422874 -0.21 0.36 0.50 0.11
H 1.104527 0.384757 0.296426 -0.18 0.71 -0.14 0.11
O 4.545772 -1.363636 1.901575 0.67 0.91 -0.49 -0.09
H 4.317406 -0.794115 1.132323 0.28 -0.59 0.83 0.04
H 5.428964 -1.043109 2.193960 -0.96 -0.32 -0.35 0.05
```
Forces are in eV/Å.

As for the SMILES: C1CCCCC1.O. The calculation puts the total energy at -312.24052 a.u. Its energy above the lowest of the compared OMol25 structures with the same formula, charge and spin is 38.1 kJ/mol. The HOMO energy comes out at -10.428 eV. Its HOMO-LUMO gap is 11.19 eV.